[1]
The following is a quantum chemistry calculation of a structure of composition C52H77Br2KO29S6, from OMol25.

Cartesian coordinates (Å):
K  -3.39  -1.85  -2.14
C  -0.10  -0.55  0.63
C  -0.33  0.27  -0.69
O  -1.24  -0.23  -1.66
H  0.57  0.00  1.30
H  0.43  -1.49  0.52
H  -1.07  -0.58  1.12
H  0.65  0.38  -1.16
H  -0.54  1.31  -0.43
Br  -7.39  -4.40  3.56
C  -5.54  -3.77  3.05
C  -5.11  -4.52  1.83
Br  -3.62  -3.55  0.93
H  -5.06  -4.02  4.00
H  -5.61  -2.69  2.92
H  -5.98  -4.51  1.18
H  -4.76  -5.55  2.00
O  -2.42  -2.54  -4.90
S  -1.23  -2.11  -5.63
O  -0.05  -3.02  -5.67
O  -1.61  -1.54  -7.15
C  -2.81  -0.90  -7.43
C  -3.78  -1.85  -8.11
C  -0.67  -0.46  -5.00
H  -2.64  -0.13  -8.18
H  -3.28  -0.52  -6.52
H  -3.90  -2.65  -7.38
H  -3.45  -2.18  -9.10
H  -4.69  -1.25  -8.19
H  -1.51  0.23  -4.85
H  -0.06  0.10  -5.71
H  -0.13  -0.63  -4.07
O  -5.25  1.08  1.95
S  -4.70  1.28  0.63
O  -4.58  0.21  -0.36
O  -5.44  2.55  -0.23
C  -5.94  3.59  0.48
C  -6.59  4.64  -0.43
C  -3.10  2.04  1.01
H  -5.13  4.07  1.04
H  -6.60  3.08  1.18
H  -7.20  4.23  -1.24
H  -5.73  5.08  -0.95
H  -7.24  5.34  0.09
H  -3.43  2.77  1.75
H  -2.71  2.60  0.16
H  -2.40  1.32  1.44
O  4.58  4.81  3.62
S  3.20  4.52  3.53
O  2.22  5.62  3.70
O  2.90  3.79  2.06
C  1.56  3.71  1.57
C  1.51  4.22  0.17
C  2.87  3.09  4.56
H  0.77  4.15  2.17
H  1.47  2.62  1.54
H  1.57  5.31  0.25
H  0.63  3.93  -0.40
H  2.40  3.92  -0.38
H  2.39  2.34  3.94
H  2.44  3.44  5.50
H  3.84  2.59  4.59
O  0.77  -1.16  9.26
S  0.12  -2.17  8.38
O  -1.34  -2.25  8.31
O  0.62  -2.00  6.77
C  1.90  -1.50  6.55
C  1.82  -0.54  5.39
C  0.90  -3.84  8.62
H  2.56  -2.31  6.26
H  2.37  -0.82  7.26
H  1.97  -1.06  4.44
H  2.61  0.21  5.33
H  0.84  -0.06  5.37
H  0.20  -4.61  8.96
H  1.79  -3.86  9.24
H  1.27  -4.12  7.63
O  4.84  -1.23  4.60
S  5.07  -1.42  3.18
O  5.19  -2.80  2.63
O  3.76  -0.78  2.49
C  3.64  -0.94  1.05
C  3.49  0.37  0.33
C  6.30  -0.22  2.47
H  2.78  -1.60  0.96
H  4.41  -1.47  0.50
H  3.20  0.32  -0.72
H  4.46  0.88  0.32
H  2.78  1.08  0.76
H  6.93  -0.72  1.73
H  6.86  0.19  3.31
H  5.78  0.66  2.07
O  1.12  5.45  -2.71
S  0.76  5.16  -4.07
O  -0.28  5.96  -4.81
O  2.12  5.24  -5.04
C  3.39  5.08  -4.52
C  3.89  6.29  -3.68
C  0.39  3.38  -4.34
H  4.08  4.99  -5.35
H  3.38  4.15  -3.94
H  3.92  7.17  -4.32
H  4.94  6.13  -3.46
H  3.26  6.35  -2.79
H  -0.35  3.21  -3.56
H  1.26  2.79  -4.04
H  0.01  3.16  -5.34
C  -3.18  2.63  -2.65
C  -3.06  4.01  -2.42
C  -3.48  5.10  -3.32
O  -3.37  6.31  -3.15
C  -4.20  4.53  -4.44
C  -4.29  3.14  -4.70
C  -3.78  2.05  -3.87
O  -3.95  0.85  -4.06
H  -2.77  1.96  -1.91
H  -2.52  4.32  -1.54
H  -4.58  5.26  -5.14
H  -4.84  2.90  -5.59
C  2.13  -5.99  -1.84
C  3.21  -5.11  -1.84
C  3.01  -3.66  -1.61
O  3.92  -2.84  -1.59
C  1.55  -3.32  -1.62
C  0.54  -4.22  -1.67
C  0.71  -5.66  -1.72
O  -0.23  -6.42  -1.60
H  2.52  -6.95  -2.14
H  4.23  -5.43  -2.00
H  1.22  -2.30  -1.50
H  -0.48  -3.86  -1.59
C  5.78  -0.25  -4.51
C  4.61  0.43  -4.23
C  3.23  -0.13  -4.41
O  2.24  0.59  -4.37
C  3.27  -1.57  -4.71
C  4.43  -2.32  -4.79
C  5.76  -1.75  -4.79
O  6.79  -2.42  -4.95
H  6.76  0.18  -4.39
H  4.72  1.46  -3.91
H  2.29  -2.02  -4.61
H  4.25  -3.37  -5.00
C  1.23  -4.19  2.91
C  0.05  -4.30  3.55
C  -0.88  -5.32  3.26
O  -1.98  -5.43  3.77
C  -0.34  -6.39  2.41
C  0.89  -6.30  1.86
C  1.81  -5.13  1.97
O  2.88  -4.97  1.42
H  1.92  -3.45  3.29
H  -0.23  -3.58  4.30
H  -0.97  -7.22  2.12
H  1.13  -7.17  1.27
C  -2.93  -0.95  3.98
C  -1.87  -0.22  3.81
C  -1.74  1.19  4.13
O  -0.80  1.92  3.86
C  -3.05  1.64  4.75
C  -4.12  0.87  4.96
C  -4.09  -0.54  4.72
O  -4.96  -1.32  5.08
H  -2.88  -2.00  3.71
H  -1.06  -0.68  3.25
H  -3.14  2.68  5.01
H  -5.05  1.27  5.35

Computed properties:
lowest unoccupied orbital energy = -0.0898 Eh



[2]
The following is a quantum chemistry calculation of an isolated molecule of C4HN3, from OMol25.

Cartesian coordinates (Å):
N  -1.54  -1.98  -0.10
C  -0.60  -1.17  -0.27
C  0.07  -0.12  0.49
C  -0.62  1.25  0.13
N  -1.10  2.24  -0.26
C  1.39  -0.05  0.05
N  2.48  -0.18  -0.22
H  -0.23  -0.03  1.64

Computed properties:
relative energy (zero: lowest compared OMol25 entry of this formula, charge and spin) = 37.6 kcal per mole
structure (SMILES) = N#CC(C#N)C#N
lowest unoccupied orbital energy = -0.0471 Eh



[3]
The following is a quantum chemistry calculation of an isolated molecule of C4H11O3PS3, from OMol25.

Cartesian coordinates (Å):
C  1.09  2.01  -2.81
C  -0.69  -1.32  3.18
C  0.58  0.63  -3.19
C  -0.76  0.04  2.55
O  0.44  -0.59  0.32
O  0.29  -2.39  -1.44
O  0.03  -0.02  -2.04
P  0.94  -0.96  -1.13
S  2.87  -0.91  -1.35
S  -2.45  -1.39  0.53
S  -1.20  0.00  0.75
H  0.30  2.57  -2.30
H  1.94  1.91  -2.13
H  1.41  2.55  -3.70
H  0.15  -1.89  2.79
H  -0.58  -1.23  4.26
H  -1.61  -1.88  2.99
H  1.39  0.03  -3.61
H  -0.24  0.70  -3.91
H  0.19  0.57  2.60
H  -1.55  0.66  2.99
H  0.91  -3.11  -1.30

Computed properties:
relative energy (zero: lowest compared OMol25 entry of this formula, charge and spin) = 0.0 kcal per mole
lowest unoccupied orbital energy = -0.0013 Eh



[4]
The following is a quantum chemistry calculation of the ion BrHNO3S with charge -1, from OMol25.

Cartesian coordinates (Å):
N  0.55  -1.01  -0.06
O  -1.61  0.02  -0.17
O  0.33  1.32  -1.06
O  0.08  1.05  1.35
S  -0.01  0.45  0.04
Br  2.35  -0.91  -0.03
H  -1.68  -0.93  -0.06

Computed properties:
relative energy (zero: lowest compared OMol25 entry of this formula, charge and spin) = 15.9 kcal per mole
lowest unoccupied orbital energy = 0.1311 Eh
total charge = -1



[5]
The following is a quantum chemistry calculation of an isolated molecule of C4H9NO2, from OMol25.

Cartesian coordinates (Å):
C  1.92  0.30  -0.38
O  1.43  -0.39  0.75
C  0.16  0.07  1.17
C  -0.87  -0.14  0.08
C  -1.21  -1.56  -0.28
N  -1.41  0.78  -0.62
O  -0.99  2.06  -0.24
H  2.97  0.03  -0.49
H  1.38  0.02  -1.29
H  1.83  1.39  -0.25
H  0.20  1.12  1.46
H  -0.10  -0.54  2.04
H  -1.76  -2.04  0.53
H  -0.28  -2.13  -0.43
H  -1.81  -1.59  -1.19
H  -1.46  2.62  -0.87

Computed properties:
relative energy (zero: lowest compared OMol25 entry of this formula, charge and spin) = 73.4 kcal per mole
structure (SMILES) = COC/C(C)=N\O
lowest unoccupied orbital energy = 0.0350 Eh



[6]
The following is a quantum chemistry calculation of a cluster of 2 separate species, C11H14 in total, from OMol25.

Cartesian coordinates (Å):
C  -3.69  1.26  -0.35
C  3.35  1.28  0.33
C  -2.81  0.91  0.61
C  2.22  1.25  -0.41
C  0.08  -1.96  -0.02
C  0.46  -1.08  1.17
C  -0.03  -1.00  -1.20
C  -0.28  0.21  0.94
C  -0.54  0.30  -0.61
C  -1.61  0.23  0.38
C  0.99  1.82  -0.11
H  -4.65  1.68  -0.11
H  -3.46  1.14  -1.40
H  4.29  0.91  -0.05
H  3.35  1.68  1.33
H  -3.10  1.03  1.65
H  2.28  0.82  -1.41
H  0.80  -2.76  -0.19
H  -0.90  -2.42  0.17
H  0.18  -1.53  2.12
H  1.54  -0.89  1.18
H  0.94  -0.86  -1.68
H  -0.72  -1.37  -1.96
H  0.07  1.09  1.50
H  -0.47  1.19  -1.22

Computed properties:
relative energy (zero: lowest compared OMol25 entry of this formula, charge and spin) = 169.5 kcal per mole
lowest unoccupied orbital energy (alpha / beta) = -0.0227 / 0.0083 Eh



[7]
The following is a quantum chemistry calculation of a structure of composition C51H60N5O8P3PbS3, from OMol25.

Cartesian coordinates (Å):
Pb  0.45  -0.51  -0.33
N  1.38  2.76  1.11
N  2.40  2.38  1.84
C  3.09  0.98  1.68
O  3.78  0.74  2.66
O  2.82  0.44  0.62
H  1.47  2.47  0.12
H  0.41  2.61  1.45
H  2.34  2.66  2.82
O  0.96  1.95  -1.73
P  0.05  2.26  -2.88
C  -1.76  2.13  -2.56
P  -2.30  2.81  -0.94
O  -1.59  2.26  0.23
C  -2.19  4.62  -0.97
C  -1.39  5.20  0.02
C  -1.24  6.57  0.07
C  -1.87  7.37  -0.87
C  -2.68  6.80  -1.84
C  -2.84  5.42  -1.89
C  -4.08  2.47  -0.86
C  -4.96  2.57  -1.94
C  -6.31  2.35  -1.76
C  -6.80  2.02  -0.50
C  -5.94  1.91  0.57
C  -4.58  2.14  0.39
C  0.26  1.84  -4.66
C  1.29  2.45  -5.39
C  1.37  2.29  -6.76
C  0.43  1.52  -7.43
C  -0.59  0.90  -6.71
C  -0.68  1.07  -5.34
C  0.27  4.06  -3.18
C  -0.36  4.71  -4.24
C  -0.03  6.01  -4.58
C  0.94  6.68  -3.85
C  1.56  6.06  -2.78
C  1.23  4.75  -2.45
H  -2.04  1.07  -2.55
H  -2.29  2.64  -3.37
H  -0.90  4.55  0.73
H  -0.61  7.02  0.83
H  -1.74  8.44  -0.84
H  -3.18  7.43  -2.57
H  -3.49  4.98  -2.64
H  -4.59  2.82  -2.93
H  -6.99  2.44  -2.60
H  -7.86  1.86  -0.36
H  -6.31  1.65  1.56
H  -3.89  2.06  1.22
H  2.02  3.06  -4.87
H  2.15  2.79  -7.31
H  0.48  1.41  -8.50
H  -1.32  0.29  -7.22
H  -1.46  0.57  -4.79
H  -1.09  4.17  -4.84
H  -0.51  6.49  -5.42
H  1.22  7.69  -4.13
H  2.32  6.58  -2.22
H  1.74  4.24  -1.64
S  -2.21  -0.89  -0.52
C  -2.85  -0.70  1.06
C  -4.20  -1.09  1.27
C  -4.81  -0.94  2.48
C  -4.12  -0.37  3.56
C  -2.82  0.02  3.41
C  -2.13  -0.17  2.18
S  -0.46  0.21  2.17
H  -4.73  -1.50  0.42
H  -5.83  -1.27  2.61
H  -4.61  -0.24  4.51
H  -2.26  0.45  4.23
O  0.66  -2.47  1.09
P  0.89  -3.85  1.60
N  1.79  -4.77  0.56
C  1.18  -5.11  -0.73
C  2.23  -5.99  -1.39
C  2.77  -6.80  -0.21
C  2.77  -5.80  0.95
N  -0.58  -4.54  1.95
C  -1.79  -4.12  1.23
C  -2.48  -5.43  0.83
C  -2.07  -6.39  1.95
C  -0.64  -5.97  2.29
N  1.75  -4.01  3.03
C  3.07  -3.32  3.02
C  3.00  -2.21  4.09
C  1.52  -2.17  4.49
C  1.08  -3.61  4.27
H  0.94  -4.22  -1.30
H  0.25  -5.70  -0.60
H  3.02  -5.37  -1.82
H  1.82  -6.61  -2.18
H  3.76  -7.21  -0.38
H  2.09  -7.63  0.01
H  3.75  -5.33  1.05
H  2.52  -6.26  1.91
H  -1.55  -3.50  0.37
H  -2.44  -3.54  1.91
H  -2.10  -5.77  -0.13
H  -3.56  -5.31  0.75
H  -2.12  -7.44  1.65
H  -2.72  -6.24  2.82
H  0.09  -6.54  1.70
H  -0.41  -6.12  3.35
H  3.26  -2.90  2.03
H  3.85  -4.04  3.25
H  3.35  -1.26  3.71
H  3.61  -2.49  4.95
H  0.97  -1.51  3.82
H  1.37  -1.83  5.52
H  0.00  -3.73  4.17
H  1.44  -4.26  5.08
C  6.31  0.21  -1.39
C  4.97  -0.21  -1.92
C  4.35  -1.35  -1.42
C  3.10  -1.73  -1.86
C  2.44  -0.96  -2.81
C  3.06  0.16  -3.35
C  4.31  0.53  -2.90
S  0.75  -1.34  -3.24
O  0.69  -1.71  -4.62
O  -0.07  -0.13  -2.91
O  0.35  -2.38  -2.29
H  6.96  -0.65  -1.24
H  6.17  0.69  -0.41
H  6.80  0.92  -2.06
H  4.85  -1.93  -0.65
H  2.62  -2.61  -1.46
H  2.54  0.74  -4.10
H  4.78  1.43  -3.29

Computed properties:
relative energy (zero: lowest compared OMol25 entry of this formula, charge and spin) = 50.6 kcal per mole
lowest unoccupied orbital energy (alpha / beta) = -0.0645 / -0.0753 Eh



[8]
The following is a quantum chemistry calculation of an isolated molecule of C4H4N4, from OMol25.

Cartesian coordinates (Å):
C  1.98  0.10  -0.56
N  1.59  0.21  0.73
C  0.24  0.10  0.65
C  -0.20  -0.10  -0.63
N  0.94  -0.20  -1.41
N  -1.55  -0.26  -0.70
N  -2.05  -0.05  0.47
C  -1.03  0.23  1.48
H  2.97  0.26  -0.90
H  0.97  -0.75  -2.33
H  -1.13  -0.58  2.09
H  -1.26  1.17  1.89

Computed properties:
relative energy (zero: lowest compared OMol25 entry of this formula, charge and spin) = 44.6 kcal per mole
structure (SMILES) = c1nc2c([nH]1)N=NC2
lowest unoccupied orbital energy = 0.0108 Eh



[9]
The following is a quantum chemistry calculation of a cluster of 4 separate species, C2H12NO3 in total, from OMol25.

Cartesian coordinates (Å):
C  -0.98  -1.14  -0.74
C  0.89  0.35  -0.94
N  0.27  -0.51  -0.23
H  -0.91  -2.21  -0.75
H  -1.18  -0.71  -1.71
H  -1.74  -0.78  -0.06
H  0.95  0.29  -2.01
H  1.53  1.07  -0.45
H  0.34  -0.36  0.77
H  -2.87  0.80  3.00
H  -3.73  0.10  1.98
O  -3.06  0.79  2.04
H  4.21  -2.08  -1.89
H  4.72  -0.73  -1.33
O  3.92  -1.25  -1.51
H  -0.41  2.81  1.21
H  -1.40  1.71  1.52
O  -0.53  1.86  1.12

Computed properties:
relative energy (zero: lowest compared OMol25 entry of this formula, charge and spin) = 28.7 kcal per mole
lowest unoccupied orbital energy = -0.1651 Eh
total charge = +1



[10]
The following is a quantum chemistry calculation of a structure of composition C23H37BFeNO5S5, from OMol25.

Cartesian coordinates (Å):
Fe  0.82  -0.11  -0.86
C  1.57  1.54  2.32
C  1.47  2.74  1.38
S  1.11  2.42  -0.37
C  2.69  2.86  -1.17
C  3.88  2.11  -0.62
S  3.96  0.39  -1.17
C  4.26  -0.57  0.28
C  3.85  -1.99  0.12
S  2.10  -2.31  -0.12
C  1.48  -2.51  1.54
C  1.68  -1.29  2.43
S  0.69  0.05  1.81
H  1.24  1.86  3.32
H  2.59  1.26  2.48
H  2.43  3.25  1.45
H  0.70  3.40  1.77
H  2.82  3.94  -0.99
H  2.61  2.63  -2.25
H  3.92  2.13  0.46
H  4.79  2.60  -0.99
H  3.70  -0.08  1.12
H  5.33  -0.53  0.52
H  4.26  -2.53  0.96
H  4.28  -2.42  -0.78
H  1.92  -3.37  2.00
H  0.40  -2.69  1.35
H  2.70  -0.95  2.54
H  1.32  -1.48  3.45
C  1.47  -0.72  -2.86
C  1.37  0.50  -3.61
C  2.39  1.08  -4.30
C  2.23  2.32  -4.98
C  1.05  3.04  -4.90
C  -0.03  2.42  -4.20
C  0.18  1.22  -3.58
C  0.92  4.30  -5.58
N  0.90  5.34  -6.11
H  2.36  -1.24  -3.09
H  0.62  -1.35  -3.09
H  3.38  0.65  -4.33
H  3.08  2.78  -5.48
H  -1.01  2.89  -4.17
H  -0.65  0.79  -3.03
C  -5.26  -1.86  0.46
C  -3.84  -2.32  0.17
C  -3.89  -3.59  -0.63
O  -3.21  -1.32  -0.59
B  -1.84  -1.31  -0.31
O  -1.60  -2.22  0.70
C  -2.89  -2.52  1.36
C  -3.08  -1.50  2.44
C  -2.82  -3.92  1.91
H  -5.74  -1.55  -0.48
H  -5.41  -1.06  1.18
H  -5.81  -2.75  0.80
H  -4.48  -3.39  -1.53
H  -4.41  -4.44  -0.16
H  -2.89  -3.85  -0.97
H  -3.08  -0.46  2.11
H  -2.26  -1.63  3.13
H  -4.04  -1.71  2.93
H  -2.41  -4.55  1.14
H  -3.82  -4.28  2.16
H  -2.27  -3.95  2.83
C  -3.16  2.98  3.33
S  -1.41  2.53  2.99
O  -0.74  3.89  2.96
O  -1.03  1.78  4.22
O  -1.05  -0.57  -1.02
H  -3.09  3.58  4.23
H  -3.72  2.05  3.50
H  -3.60  3.57  2.51

Computed properties:
spin multiplicity = 5
relative energy (zero: lowest compared OMol25 entry of this formula, charge and spin) = 1.9 kcal per mole
lowest unoccupied orbital energy (alpha / beta) = 0.0693 / 0.0690 Eh
total charge = -1



Number 1: total energy -12346.20121 a.u., F_max 5.06 eV/A. Number 2: total energy -317.15959 a.u., F_max 11.60 eV/A. Number 3: total energy -1920.72553 a.u., F_max 0.98 eV/A. Number 4: total energy -3253.30106 a.u., F_max 1.84 eV/A. Number 5: total energy -362.96855 a.u., F_max 0.62 eV/A. Number 6: total energy -427.21166 a.u., F_max 1.99 eV/A. Number 7: total energy -5266.79747 a.u., F_max 1.71 eV/A. Number 8: total energy -373.77377 a.u., F_max 3.62 eV/A. Number 9: total energy -363.60509 a.u., F_max 1.56 eV/A. Number 10: total energy -4609.24527 a.u., F_max 3.15 eV/A.